Run 1
{"formula": "H12NaO10S", "method": "the ωB97M-V functional and the def2-TZVPD basis", "lumo_energy_ha": 0.06031, "multiplicity": 1, "charge": -1, "symbols": ["Na", "S", "O", "O", "O", "O", "O", "H", "H", "O", "H", "H", "O", "H", "H", "O", "H", "H", "O", "H", "H", "O", "H", "H"], "positions_angstrom": [[-0.40136, 0.51042, 0.17577], [0.54637, -1.18582, -1.61506], [-0.40704, -2.26013, -1.79104], [0.13672, -0.06493, -2.46967], [0.49017, -0.65747, -0.29202], [1.93092, -1.62816, -1.82397], [1.81141, -0.47926, 0.88716], [1.35255, -0.83484, 0.12608], [1.50560, 0.42556, 0.95063], [-0.92336, -0.26114, 1.59586], [-0.95638, -0.21344, 2.55130], [-1.48648, -1.00239, 1.37298], [-0.58362, 1.16966, -1.31221], [-0.00045, 1.92801, -1.34475], [-0.21479, 0.55586, -1.94740], [-0.36879, -2.40603, 0.40422], [-0.24559, -1.53408, 0.02904], [0.37106, -2.51711, 1.00130], [-1.77464, 1.46851, 0.69342], [-2.07202, 2.04461, 1.39763], [-2.09524, 1.88327, -0.10747], [1.10669, 1.30527, 0.58916], [1.00891, 2.04270, 1.19155], [1.26935, 1.71096, -0.26242]], "lowdin_charge": [-0.055, 0.464, -0.274, -0.048, -0.322, -0.274, -0.047, -0.291, -0.291, -0.026, 0.106, 0.094, -0.056, 0.068, -0.436, -0.081, -0.165, 0.058, -0.031, 0.086, 0.083, 0.139, 0.153, 0.145]}

=====

Run 2
{"formula": "H12NaO10S", "method": "the ωB97M-V functional and the def2-TZVPD basis", "lumo_energy_ha": 0.03865, "multiplicity": 1, "charge": -1, "symbols": ["Na", "S", "O", "O", "O", "O", "O", "H", "H", "O", "H", "H", "O", "H", "H", "O", "H", "H", "O", "H", "H", "O", "H", "H"], "positions_angstrom": [[0.14243, -0.41933, -0.41291], [-0.72277, 3.22049, 0.02407], [-0.75590, 4.14513, 1.17159], [-1.97567, 3.22611, -0.75764], [0.43403, 3.57794, -0.87615], [-0.46276, 1.79693, 0.50946], [1.04508, 1.26615, -2.01545], [1.96635, 1.38729, -2.26838], [0.71927, 2.22335, -1.63530], [-2.04257, -1.43322, -0.42731], [-2.00656, -2.36608, -0.17285], [-2.25585, -1.44006, -1.37562], [-2.00571, 0.43681, 2.37393], [-1.57844, 1.10511, 1.71883], [-1.61234, -0.40232, 2.13381], [0.45137, -3.07800, -1.35053], [1.25452, -2.97972, -1.88614], [-0.00731, -3.84415, -1.72276], [2.38417, -0.49755, 0.19763], [2.59157, 0.45728, 0.26238], [3.14802, -0.96338, 0.55776], [0.22420, -1.48420, 1.89161], [1.07033, -1.52546, 2.35533], [-0.00546, -2.40912, 1.70463]], "lowdin_charge": [0.395, 0.282, -0.414, -0.422, -0.436, -0.465, -0.166, 0.010, 0.033, -0.028, 0.048, 0.073, -0.133, 0.030, -0.050, -0.041, 0.061, 0.050, -0.054, 0.088, 0.053, -0.033, 0.062, 0.059]}

=====

run 2 is the most stable structure; the next one sits 0.9333 hartree above it.